# 1
Entry from OMol25: a molecular structure, C30H30Br2GeN3OPY (the ωB97M-V functional and the def2-TZVPD basis).

Last column: Mulliken charge in e.
Positions of all 69 atoms, in Å:
Y1 1.03568 -0.30978 -0.47864  1.20
Br1 5.49490 5.68506 -0.46251  -0.21
Br2 -0.04897 4.57626 -0.66043  -0.11
Ge1 1.26105 -3.84678 -0.56741  0.68
P1 -1.77560 0.56515 -0.27777  0.62
O1 0.95155 1.73568 -0.96446  -0.77
N1 3.45510 0.78178 -0.63171  0.01
N2 -1.72980 0.96606 1.39546  0.00
N3 0.49446 0.41026 1.89329  0.40
C1 4.08174 4.42414 -0.55946  -0.07
C2 -5.13755 2.02950 -2.08344  -0.71
C3 -3.28336 2.93499 -0.22224  -0.49
C4 0.33355 1.82759 4.27648  -0.43
C5 0.42643 -4.12966 -2.33719  -1.22
C6 2.34177 -2.20925 -0.69056  -1.56
C7 5.66247 2.48183 -0.57445  -0.72
C8 -2.66229 -1.03649 -0.28697  0.27
C9 -4.06811 1.22336 -1.72918  -0.39
C10 -0.63617 1.04953 2.22598  0.29
C11 1.51082 1.16296 3.92978  -0.95
C12 -4.36165 3.73314 -0.57568  -0.83
C13 -3.97034 -3.47784 -0.44616  -0.53
C14 -0.01339 -3.50669 0.92274  -0.97
C15 4.67906 0.30596 -0.58523  -0.24
C16 4.36676 3.03866 -0.60657  0.79
C17 1.54110 0.48038 2.74362  -0.11
C18 3.28028 2.13272 -0.67584  0.25
C19 -3.69952 -1.32776 0.59625  -0.42
C20 -2.30590 -1.96399 -1.25992  0.06
C21 2.79092 4.87053 -0.56399  -0.56
C22 -4.34233 -2.55114 0.52305  -0.78
C23 2.37046 -5.41060 -0.11354  -1.18
C24 -3.14911 1.66472 -0.77778  0.31
C25 1.93070 2.59125 -0.78056  0.72
C26 1.73562 3.95639 -0.66594  -0.11
C27 -2.95978 -3.18431 -1.34685  -0.89
C28 -5.29099 3.27811 -1.49776  -0.50
C29 5.81786 1.12197 -0.57447  -0.99
C30 -0.74315 1.76749 3.42658  -0.97
H1 -0.22028 -5.00734 -2.33063  0.31
H2 3.16603 -5.52261 -0.85031  0.36
H3 1.22051 -4.30293 -3.06384  0.42
H4 -3.95624 0.24969 -2.18716  0.40
H5 -4.47537 -4.43344 -0.49639  0.41
H6 -0.15184 -3.26866 -2.67337  0.33
H7 -5.14295 -2.78427 1.21266  0.43
H8 0.26777 2.38767 5.19919  0.44
H9 -1.51959 -1.70747 -1.96633  0.52
H10 1.79219 -6.33495 -0.09250  0.37
H11 4.78224 -0.77262 -0.55153  0.45
H12 3.06813 -2.22779 0.13628  0.35
H13 -6.13416 3.89990 -1.76846  0.39
H14 2.43149 -0.05753 2.43584  0.43
H15 2.92790 -2.24629 -1.61754  0.54
H16 -2.68479 -3.89713 -2.11343  0.45
H17 -5.85667 1.67758 -2.81085  0.42
H18 -2.54374 1.45002 1.74445  0.40
H19 6.80024 0.67316 -0.55507  0.42
H20 2.57075 5.92689 -0.50320  0.47
H21 -2.54710 3.31500 0.47518  0.56
H22 -0.51925 -2.54048 0.82270  0.15
H23 2.37620 1.18275 4.57553  0.44
H24 -1.67156 2.27101 3.66177  0.45
H25 0.54590 -3.48955 1.86060  0.36
H26 2.83029 -5.26790 0.86472  0.36
H27 -4.00517 -0.59399 1.33202  0.32
H28 -4.47275 4.71530 -0.13540  0.42
H29 -0.78563 -4.27058 1.00806  0.36
H30 6.52320 3.13534 -0.54954  0.36

Computed properties:
M in g mol⁻¹: 800.9
Multiplicity: 1
LUMO level in eV: -2.85
Total charge: +1
Highest occupied orbital energy in eV: -10.372
Maximum force in eV Å⁻¹: 1.18


# 2
Entry from OMol25: a molecular structure, C30H30CdN7O5P (the ωB97M-V functional and the def2-TZVPD basis).

Last column: Mulliken charge in e.
Positions of all 74 atoms, in Å:
Cd1 1.69799 0.59485 -0.06371  2.88
P1 -1.28625 -1.09543 -0.41664  1.85
O1 -0.26635 1.46435 1.49536  -0.56
O2 4.81974 4.31481 -0.28426  -0.48
O3 -1.69128 3.08578 2.06432  -0.51
O4 4.39872 2.55891 0.99329  -0.47
O5 3.58831 -1.02025 -0.89903  -0.58
N1 2.36974 -2.59706 2.50313  -0.79
N2 1.28731 -3.26261 0.51087  0.10
N3 0.22850 -0.98886 -0.59520  -1.47
N4 2.34727 -0.17637 2.02085  -0.99
N5 1.71324 3.27682 1.11518  -0.05
N6 2.10741 -4.80343 2.02117  -0.47
N7 5.42820 -0.89665 -2.18456  -0.44
C1 3.98586 1.06296 -2.08590  -0.66
C2 0.49977 3.71553 1.40614  0.52
C3 -2.89850 -2.88812 1.12030  -0.53
C4 1.89816 -3.50349 1.66131  0.61
C5 2.39663 5.53425 0.81438  -0.57
C6 -4.09226 1.87122 0.27358  -1.02
C7 -2.24245 0.46931 -0.40946  0.53
C8 -2.43491 2.72970 -1.24263  -0.76
C9 -2.04707 -3.97672 -3.18799  -0.75
C10 -3.89653 -2.45158 -3.33470  -0.82
C11 -3.25690 -3.60351 -3.76460  -0.48
C12 -2.13162 -2.04570 -1.73239  -0.34
C13 2.53898 1.48576 -1.88766  -1.45
C14 -1.45310 -2.40899 3.44013  -0.80
C15 1.12790 5.98562 1.14283  -0.68
C16 -1.13607 -1.73155 2.27187  -0.34
C17 -3.41437 0.65579 0.32036  -0.39
C18 -3.21623 -3.56936 2.29143  -0.65
C19 2.34954 -1.33130 2.18040  0.67
C20 -1.49059 -3.19906 -2.18565  -0.02
C21 2.64614 4.16730 0.81593  0.43
C22 0.14893 5.05689 1.44624  -0.60
C23 -1.86243 -1.95700 1.09893  0.10
C24 -3.60263 2.90903 -0.50913  -0.34
C25 -2.49546 -3.32986 3.45182  -0.65
C26 -1.76161 1.51589 -1.19382  -0.46
C27 -3.33664 -1.67765 -2.32166  -0.17
C28 4.02154 3.58589 0.53169  0.44
C29 4.28606 -0.36617 -1.66435  0.50
C30 -0.50093 2.62260 1.66537  -0.24
H1 2.46413 2.57177 -1.98416  0.51
H2 1.91391 1.04490 -2.66794  0.67
H3 1.48655 -5.50694 1.66570  0.21
H4 -0.30512 -1.03969 2.25647  0.42
H5 -3.80207 -0.15076 0.93446  0.37
H6 4.65530 1.67680 -1.46957  0.22
H7 4.32376 5.02585 -0.70183  0.32
H8 -2.04917 3.53567 -1.85658  0.46
H9 -4.02418 -4.29167 2.29158  0.41
H10 -0.85958 5.35025 1.69701  0.52
H11 -0.84295 1.36937 -1.75277  0.50
H12 -2.73687 -3.86638 4.36185  0.38
H13 -1.53310 -4.86734 -3.53011  0.41
H14 -3.84729 -0.77870 -1.99867  0.36
H15 -5.00638 2.00237 0.84017  0.43
H16 3.18077 6.25339 0.61286  0.43
H17 -4.13017 3.85465 -0.54707  0.39
H18 -2.30137 2.33217 2.04916  0.42
H19 6.06212 -0.32065 -2.70603  0.18
H20 -3.46352 -3.09155 0.21737  0.39
H21 0.91217 -2.32311 0.21310  -0.31
H22 2.43642 -4.92815 2.96177  0.25
H23 -3.69201 -4.20567 -4.55319  0.38
H24 -4.83268 -2.14836 -3.78790  0.41
H25 -0.52981 -3.46256 -1.76295  0.39
H26 1.01659 -4.04727 -0.05344  0.23
H27 -0.87511 -2.22691 4.33851  0.45
H28 5.75662 -1.76824 -1.80735  0.26
H29 0.91010 7.04501 1.16484  0.44
H30 4.34120 1.17925 -3.11885  0.37

Computed properties:
M in g mol⁻¹: 712.0
Multiplicity: 1
LUMO level in eV: -0.27
Total charge: 0
Highest occupied orbital energy in eV: -7.158
Maximum force in eV Å⁻¹: 0.57


# 3
Entry from OMol25: a molecular structure, C30H30ClEuIN3O9P3Se4 (the ωB97M-V functional and the def2-TZVPD basis).

Last column: Mulliken charge in e.
Positions of all 82 atoms, in Å:
Eu1 -0.97098 -0.74447 2.01038  0.80
I1 3.27446 -3.64015 1.37189  -0.01
Se1 1.33534 -1.68920 5.34053  -0.33
Se2 0.18666 -3.40036 4.11945  -0.21
Se3 0.64073 0.19824 4.18653  -0.34
Se4 -1.95326 -2.53621 4.01959  -0.41
Cl1 -0.37419 -7.17990 -1.50421  -0.31
P1 1.43134 0.47156 -0.60223  1.54
P2 -3.41362 0.91882 -1.29542  0.83
P3 -4.46575 0.30963 1.34088  0.39
O1 -3.79987 0.50177 6.07562  -0.26
O2 -5.70976 -0.37988 1.72164  -0.79
O3 -3.16617 -0.36041 1.57654  0.24
O4 -3.75710 2.48163 -1.68602  -0.55
O5 -4.42077 1.83237 1.95797  -0.56
O6 0.62247 -2.15596 1.37284  -0.12
O7 -2.15228 0.93080 -0.35685  0.79
O8 -3.27720 0.10844 -2.47232  -0.73
O9 -4.58860 0.60672 -0.22325  -0.30
N1 -1.30972 3.41904 0.00793  -0.65
N2 -1.53271 1.99008 2.62452  0.26
N3 -1.77125 -2.62537 0.24903  1.06
C1 2.75649 4.28485 -1.43425  -0.55
C2 1.55242 -0.56416 -2.10769  -0.50
C3 1.41853 -4.25946 0.59805  0.12
C4 2.07846 4.58569 -2.57382  -0.50
C5 2.71190 -1.35918 -4.16636  -1.03
C6 -2.94424 -2.76563 -0.33287  -0.29
C7 0.01600 -5.70860 -0.62325  0.61
C8 3.83405 0.75599 2.54729  -0.52
C9 -2.29121 -4.88817 -1.26700  -0.52
C10 -3.25641 0.55648 5.06885  0.24
C11 1.24424 -5.41514 -0.14655  -0.46
C12 0.52065 -1.42766 -2.44910  0.09
C13 -1.24714 3.40261 2.49595  -0.77
C14 2.59101 3.04955 -0.83082  -0.41
C15 -1.91772 3.97466 1.22848  -0.78
C16 2.98687 0.27917 0.34035  0.84
C17 2.79596 0.76496 1.64839  -0.31
C18 5.28162 -0.04571 0.80493  -0.82
C19 1.64723 -2.22820 -4.39528  -0.44
C20 1.74925 2.09808 -1.39364  0.32
C21 -1.04346 -4.75648 -0.58836  -0.17
C22 -0.81275 -3.56643 0.15591  -0.20
C23 0.52150 -2.29327 -3.53841  -0.71
C24 -3.24510 -3.90462 -1.14203  -1.37
C25 5.08697 0.38565 2.09168  -0.69
C26 1.23104 3.65639 -3.14469  -0.68
C27 1.05622 2.43374 -2.54469  -0.54
C28 4.22133 -0.16865 -0.09602  -0.48
C29 2.63745 -0.54482 -3.02008  -0.08
C30 0.45008 -3.30656 0.75459  0.22
H1 -1.70117 1.83321 -0.19479  -0.07
H2 -4.19588 -3.97811 -1.66417  0.40
H3 4.35392 -0.50834 -1.09855  0.38
H4 -2.95044 3.64324 1.21127  0.31
H5 -3.59077 -1.85193 -0.37116  0.33
H6 3.60313 -1.36541 -4.78696  0.41
H7 -0.32870 3.76330 -0.07637  0.15
H8 -5.32070 2.16408 2.16367  0.30
H9 1.67803 -2.90126 -5.24136  0.36
H10 2.06764 -6.09953 -0.21246  0.47
H11 3.49586 0.07848 -2.84960  0.40
H12 -0.27364 -3.04156 -3.64191  0.47
H13 -2.37709 -5.76811 -1.92142  0.37
H14 -2.52374 1.89946 2.80106  -0.25
H15 0.64852 3.99307 -4.03341  0.33
H16 3.57853 1.01541 3.55289  0.50
H17 -0.35595 -1.41367 -1.82936  0.24
H18 1.80500 1.00313 1.98374  -0.21
H19 -1.13247 1.68206 3.49778  0.11
H20 5.88164 0.33870 2.80873  0.37
H21 3.19666 2.83296 0.05722  0.26
H22 -4.71580 2.52834 -1.88186  0.31
H23 6.26512 -0.39582 0.55296  0.35
H24 -1.94130 5.08906 1.24415  0.45
H25 0.34337 1.68733 -2.91186  0.37
H26 2.23406 5.55918 -3.01413  0.37
H27 3.44995 4.94402 -0.94855  0.44
H28 -1.80599 3.73842 -0.79713  0.28
H29 -1.69213 3.95593 3.29666  0.47
H30 -0.15464 3.49211 2.53030  0.36

Computed properties:
M in g mol⁻¹: 1299.7
Multiplicity: 7
LUMO level (spin up / spin down) in eV: 1.96 / 1.22
⟨S²⟩: 12.021
Total charge: -1
Highest occupied orbital energy (spin up / spin down) in eV: -1.925 / -4.095
Maximum force in eV Å⁻¹: 2.99